[1]
DFT (the ωB97M-V functional and the def2-TZVPD basis) results for a molecular structure, C24H26N6O2SV in a non-equilibrium geometry.

Structure (XYZ):
```
60
Properties=species:S:1:pos:R:3:forces:R:3
V -0.60150 -0.27450 -0.58910 1.91 0.32 2.29
O -3.21940 2.53800 0.27660 -0.22 -0.34 0.11
C -2.68820 1.47050 -0.03960 0.08 0.89 -0.29
N -1.68370 1.26530 -0.90780 -2.08 1.17 0.05
C -1.13240 2.25320 -1.69930 0.64 0.72 -0.74
C -1.50280 3.59030 -1.81090 -0.16 -0.08 0.27
C -0.79610 4.42430 -2.66310 0.18 0.02 -0.20
C 0.25420 3.93210 -3.42430 -0.08 0.18 0.08
C 0.63970 2.60410 -3.32920 0.08 -0.25 0.10
C -0.03070 1.76490 -2.44540 -0.42 1.10 -0.16
N 0.23740 0.44550 -2.15090 1.14 -0.05 -1.65
C 0.77930 -0.38800 -3.06430 0.22 0.56 -0.42
O 1.19880 -0.11190 -4.18480 0.01 -0.38 0.10
C 0.80280 -1.76220 -2.50470 0.16 -0.31 -0.25
C 1.36850 -2.83970 -3.17440 -0.07 0.08 0.13
C 1.40360 -4.07590 -2.55620 -0.13 0.22 0.22
C 0.91510 -4.16280 -1.25140 0.08 -0.04 -0.24
C 0.36910 -3.04610 -0.66050 0.05 -0.53 0.19
N 0.24500 -1.85980 -1.27590 0.96 -2.18 -0.93
C -3.07290 0.17660 0.57410 -0.27 -0.19 0.34
C -4.20350 0.03010 1.36590 0.10 -0.07 0.00
C -4.49740 -1.21130 1.90670 0.30 -0.02 -0.29
C -3.65260 -2.27440 1.58120 -0.16 0.18 0.13
C -2.56060 -2.04830 0.77020 -0.09 -0.42 0.17
N -2.21960 -0.83940 0.30370 -2.25 -0.79 1.00
H -2.32070 3.96240 -1.21540 -0.04 0.02 -0.02
H -1.06470 5.46890 -2.72700 -0.05 0.06 -0.04
H 0.79370 4.58940 -4.09070 0.02 0.07 -0.06
H 1.45500 2.21630 -3.92110 -0.02 0.00 0.02
H 1.77580 -2.67770 -4.16180 -0.03 0.11 -0.02
H 1.81850 -4.93920 -3.05190 0.05 -0.07 -0.04
H 0.96140 -5.09540 -0.71020 0.00 -0.02 0.12
H 0.03850 -3.09240 0.36950 -0.07 0.01 0.00
H -4.81740 0.90050 1.54320 0.01 0.08 -0.02
H -5.36630 -1.35940 2.52920 -0.04 0.00 0.08
H -3.83140 -3.26620 1.96780 -0.05 -0.09 -0.07
H -1.92980 -2.87710 0.47700 0.01 0.06 0.06
C -0.08020 0.87320 3.20840 0.01 0.26 -0.18
C -0.23240 2.03490 2.21570 0.07 -0.21 0.22
N 0.39670 1.76350 0.93050 -0.05 0.32 -0.34
C 1.82710 1.98920 0.84110 0.12 0.02 0.07
C 2.66170 0.88160 1.47660 -0.07 -0.25 -0.22
S 2.12070 -0.79400 0.97940 0.18 -0.05 0.31
C 1.79340 -1.56800 2.60660 0.08 0.19 -0.49
C 0.32990 -1.53540 3.07920 0.03 0.04 0.10
N -0.40500 -0.39450 2.57220 -0.43 -0.21 0.25
H -0.71490 1.07610 4.08420 0.12 -0.02 -0.06
H 0.94490 0.83210 3.57230 0.01 -0.05 0.06
H 0.17010 2.94910 2.68650 -0.14 -0.07 -0.08
H -1.29810 2.18570 2.02910 0.05 0.13 0.01
H -0.03900 2.36300 0.23620 0.06 0.02 0.14
H 2.12070 2.94390 1.31410 0.02 -0.10 -0.11
H 2.07610 2.05060 -0.22320 -0.04 0.03 0.09
H 2.63260 0.92800 2.56080 0.09 0.02 0.04
H 3.69970 0.98280 1.16160 0.00 0.08 0.06
H 2.46830 -1.09000 3.31440 0.00 -0.07 0.06
H 2.11280 -2.60270 2.48580 0.06 0.00 0.18
H 0.33720 -1.57370 4.18270 -0.03 -0.12 -0.11
H -0.17150 -2.44000 2.72660 -0.06 0.04 0.01
H -1.40230 -0.56820 2.66070 0.17 0.00 -0.02
```
Forces are in eV/Å.

## Properties
Kohn-Sham gap (alpha / beta): 6.1 / 7.0 eV
expectation value of S²: 3.79
spin multiplicity: 4
energy relative to the best compared isomer or geometry (same formula, charge and spin): 1.504 eV
strongest force on any atom: 3.00 eV/Å
calculated total energy: -74869.7231 eV
total charge: 0

Löwdin population analysis, charges in e, atoms 1 to 2: 0.869 0.035

***

[2]
DFT (the ωB97M-V functional and the def2-TZVPD basis) results for a molecular structure, C7H5HgO2 in a non-equilibrium geometry.

Structure (XYZ):
```
15
Properties=species:S:1:pos:R:3:forces:R:3
O 5.88283 -0.61581 -0.74531 -0.53 -0.05 0.22
C 4.95143 -0.90022 -0.17742 0.36 0.09 -0.46
C 3.90371 -1.31712 0.62286 -1.07 0.17 -0.25
C 3.17276 -0.39428 1.32469 1.74 -0.01 1.02
C -0.14024 0.33163 0.03544 -3.04 -3.07 -1.31
O -0.44706 1.52580 0.21776 -0.11 1.44 1.26
Hg -1.29240 3.56706 -0.79352 0.37 -0.63 0.10
H 3.68293 -2.38671 0.57119 0.26 0.14 0.42
H 3.38300 0.67295 1.24269 -0.17 -0.23 -0.26
H 2.77491 -0.68894 2.29815 -0.98 -0.20 -0.75
H 0.11420 0.04388 -1.00441 0.72 -0.15 0.46
C -0.85633 -0.82120 0.78523 2.82 1.63 0.04
C -0.64573 -2.13154 0.45379 0.46 0.49 0.07
C -0.12154 -3.28867 0.32759 -0.30 0.47 -0.10
H -1.18421 -0.53587 1.79061 -0.53 -0.09 -0.46
```
Forces are in eV/Å.

## Properties
Kohn-Sham gap (alpha / beta): 3.8 / 4.3 eV
expectation value of S²: 2.04
spin multiplicity: 3
strongest force on any atom: 4.51 eV/Å
calculated total energy: -15592.4025 eV
total charge: +1

Löwdin population analysis, charges in e, atoms 1 to 2: 0.370 -0.009

***

[3]
DFT (the ωB97M-V functional and the def2-TZVPD basis) results for a molecular structure, C18H14Cl3CrGeN4O6S5.

Structure (XYZ):
```
52
Properties=species:S:1:pos:R:3:forces:R:3
Cr -1.46078 -1.57580 0.81846 0.29 -0.02 0.15
N 1.23492 6.37257 2.98179 0.01 0.01 -0.01
C 0.98528 5.17498 2.28252 0.01 0.00 0.00
C 1.53528 3.97449 2.72776 0.01 0.01 0.01
C 1.31332 2.80254 2.02709 0.01 -0.02 0.02
C 0.54046 2.82266 0.87724 -0.02 0.01 0.05
C -0.00340 4.00957 0.42040 0.00 0.02 0.00
C 0.22452 5.18485 1.11662 0.00 -0.01 -0.02
S 0.21416 1.30793 0.02431 0.11 -0.15 0.17
O 1.46749 0.61389 -0.09316 0.00 0.02 -0.06
O -0.50424 1.65214 -1.17400 -0.03 0.06 -0.05
N -0.69471 0.42691 1.03000 -0.25 0.10 -0.32
C -1.86713 0.85806 1.56640 -0.01 0.07 0.08
N -2.66458 -0.20852 1.80964 -0.10 -0.08 -0.21
C -3.86034 -0.02752 2.34163 0.10 0.00 0.10
C -4.28491 1.24962 2.66262 0.05 -0.01 -0.01
C -3.39966 2.28178 2.38984 -0.09 0.00 0.04
N -2.19760 2.11731 1.85741 0.06 0.00 -0.07
H 1.40034 6.22638 3.96597 0.00 -0.01 0.01
H 0.51298 7.06380 2.84628 -0.01 0.00 0.00
H 2.13287 3.96076 3.63276 0.00 0.00 0.00
H 1.72517 1.86405 2.37689 -0.01 -0.01 -0.01
H -0.62326 3.99318 -0.46605 0.00 -0.01 0.00
H -0.20531 6.11615 0.76333 0.00 0.01 0.01
H -4.44359 -0.92541 2.50699 -0.01 0.00 -0.01
H -5.25889 1.43148 3.09046 0.00 0.01 0.00
H -3.67941 3.30774 2.61610 0.03 0.01 -0.01
S -2.70712 -3.64009 0.94759 0.12 0.02 -0.10
S -3.93727 -3.57804 2.48648 -0.04 0.05 0.00
S -1.21618 -1.56741 4.43206 0.09 0.05 -0.05
S -0.16615 -2.05147 2.83218 -0.13 -0.15 -0.01
Cl -2.06909 -0.62529 -3.45111 0.09 0.03 -0.12
Ge -2.84543 -0.80667 -1.38825 -0.22 -0.04 0.34
Cl -3.97334 1.14292 -1.17431 0.05 0.02 -0.03
Cl -4.63649 -2.07567 -1.84518 -0.05 -0.04 -0.06
O 0.83802 -4.12496 0.32129 -0.06 -0.05 -0.06
C 0.66314 -3.24953 -0.50993 0.24 0.15 0.03
O -0.19012 -2.28297 -0.45406 -0.16 0.03 0.15
C 1.52440 -3.19991 -1.75849 -0.06 -0.06 0.03
C 1.44010 -2.13214 -2.64204 -0.03 -0.01 0.02
C 2.23395 -2.07589 -3.79038 0.01 -0.03 0.01
C 3.09388 -3.12539 -3.99617 0.00 0.04 -0.04
O 3.97838 -3.31140 -5.04373 -0.01 -0.02 0.02
C 4.62522 -4.55172 -4.78849 -0.03 0.02 0.02
O 4.12270 -5.09443 -3.57830 -0.01 0.03 0.00
C 3.17818 -4.18622 -3.11961 0.02 -0.04 0.02
C 2.41195 -4.25860 -1.98780 0.00 0.02 -0.01
H 0.74264 -1.33484 -2.42648 0.01 -0.01 -0.01
H 2.16934 -1.24752 -4.48204 0.01 0.00 0.00
H 5.70242 -4.38049 -4.69038 0.01 -0.02 -0.02
H 4.41430 -5.24298 -5.61138 0.03 0.00 -0.01
H 2.46361 -5.07486 -1.28077 0.00 0.00 -0.01
```
Forces are in eV/Å.

## Properties
Kohn-Sham gap (alpha / beta): 6.0 / 5.9 eV
expectation value of S²: 8.85
spin multiplicity: 6
strongest force on any atom: 0.41 eV/Å
calculated total energy: -213828.1378 eV
total charge: -2

Löwdin population analysis, charges in e, atoms 1 to 2: 0.086 0.069

***

[4]
DFT (the ωB97M-V functional and the def2-TZVPD basis) results for 4 unconnected molecules or ions with the total composition C5H21N3O3 in a non-equilibrium geometry.

Structure (XYZ):
```
32
Properties=species:S:1:pos:R:3:forces:R:3
C 2.61891 -0.24245 1.30166 0.55 -0.33 -0.24
C 1.17690 -0.36049 0.87948 -1.17 -1.37 1.54
C 0.17588 -0.14241 2.04910 -0.25 2.19 -1.04
N 0.36991 1.18560 2.69764 0.22 -0.33 -0.05
C -1.25278 -0.14401 1.48108 -0.50 -0.51 1.16
N -1.69016 -1.40344 0.84920 0.13 1.63 -0.11
C -2.01828 -1.28935 -0.56809 0.17 -0.92 0.20
N -1.01406 -1.57490 -1.59738 0.56 -0.29 -0.07
H 2.91942 -0.82589 2.17550 -0.47 -0.36 -0.07
H 3.24754 -0.59553 0.47152 0.20 0.48 0.26
H 2.86430 0.77030 1.61426 0.21 0.22 -0.50
H 0.93370 0.23183 -0.00023 -0.07 0.52 0.20
H 0.88372 -1.38354 0.60712 0.77 -0.09 -0.34
H 0.29478 -0.86675 2.85756 0.08 -0.46 -0.38
H 1.19587 1.61089 2.30465 0.12 0.19 0.12
H -0.37999 1.82683 2.47711 -0.17 -0.07 -0.09
H -1.42805 0.72237 0.84223 0.51 -0.20 -0.53
H -1.92152 0.10057 2.32167 0.05 -0.35 0.14
H -1.10039 -2.17097 1.12625 -0.04 -0.26 -0.31
H -2.84006 -1.99214 -0.71704 -0.05 0.16 -0.50
H -2.36006 -0.28226 -0.78419 -0.27 0.12 0.42
H -0.88765 -2.56717 -1.75713 -0.25 -0.01 -0.03
H -0.07143 -1.24962 -1.39207 -0.15 0.08 0.35
O -0.86063 2.75899 -0.59464 -0.07 0.27 -0.15
H -0.58449 2.46750 -1.47462 0.49 -0.60 0.07
H -1.61183 3.28374 -0.86333 -0.54 0.45 0.45
O 2.07644 -0.63224 -2.44468 -0.13 0.15 0.08
H 2.23064 0.17129 -1.92682 -0.02 -0.22 -0.16
H 2.75535 -1.25809 -2.18293 0.15 0.01 0.07
O -0.20418 1.14849 -2.59073 0.05 -0.33 -0.16
H -0.42051 0.23373 -2.35125 -0.34 -0.04 0.20
H 0.01197 1.02805 -3.51237 0.25 0.29 -0.53
```
Forces are in eV/Å.

## Properties
Kohn-Sham gap: 8.9 eV
spin multiplicity: 1
energy relative to the best compared isomer or geometry (same formula, charge and spin): 0.327 eV
strongest force on any atom: 2.43 eV/Å
calculated total energy: -16138.0711 eV
total charge: 0

Löwdin population analysis, charges in e, atoms 1 to 2: -0.102 -0.237

***

[5]
DFT (the ωB97M-V functional and the def2-TZVPD basis) results for 2 unconnected molecules or ions with the total composition C6H14N7 in a non-equilibrium geometry.

Structure (XYZ):
```
27
Properties=species:S:1:pos:R:3:forces:R:3
C 0.08036 0.46036 -0.80518 -2.52 -1.22 2.76
C 2.68486 1.17350 -0.28754 -1.81 1.68 0.19
C -2.44999 -0.06897 1.07540 0.35 2.97 4.23
C 1.47794 -1.90540 -0.57456 2.11 0.06 0.96
C -0.93430 0.06300 1.34784 -1.78 1.87 3.14
C 0.86418 -1.36600 0.70611 3.24 -0.03 1.47
N -0.91100 1.36162 -1.12181 2.33 -2.58 0.74
N 1.69669 1.83979 -0.16183 1.80 -0.45 -0.16
N -2.94143 1.22346 0.49643 -0.06 -1.46 -0.77
N 0.99602 0.00238 -1.73135 -1.13 2.13 -0.51
N 3.39521 0.15547 -0.45609 0.80 -2.10 -0.84
N 1.87709 -0.87882 -1.51963 1.32 -0.32 -0.82
N -0.05298 -0.33565 0.29275 -0.94 0.69 0.10
H -2.56681 -0.86310 0.45693 -1.10 -2.49 -1.75
H -2.88423 -0.23557 2.17350 0.44 0.22 -2.69
H 2.39310 -2.53972 -0.49001 -0.95 0.46 0.45
H 0.70169 -2.49085 -1.00258 -0.58 -0.54 -0.99
H -0.79393 -0.55409 2.31075 0.59 0.84 -1.79
H -0.88953 1.19661 1.67618 0.85 -2.10 -0.72
H 1.62837 -0.91566 1.54524 -1.53 -0.99 -2.31
H 0.46325 -2.28676 1.19297 -0.68 1.15 -0.22
H -0.49900 1.98301 -1.77060 -0.46 1.48 -0.59
H -1.64486 1.59854 -0.36480 0.72 0.41 -0.58
H 1.10267 0.73738 -2.42978 0.82 -0.74 -0.57
H 4.21030 0.02231 -1.09377 -1.11 0.74 0.70
H -3.27968 0.99045 -0.43236 -0.47 0.17 0.01
H -3.72399 1.63270 0.96778 -0.23 0.14 0.56
```
Forces are in eV/Å.

## Properties
Kohn-Sham gap (alpha / beta): 8.5 / 8.5 eV
spin multiplicity: 1
energy relative to the best compared isomer or geometry (same formula, charge and spin): 4.469 eV
strongest force on any atom: 5.18 eV/Å
calculated total energy: -16868.9462 eV
total charge: +1

Löwdin population analysis, charges in e, atoms 1 to 2: -0.337 -0.403

***

[6]
DFT (the ωB97M-V functional and the def2-TZVPD basis) results for a molecular structure, C15H27ClIOOsP2 in a non-equilibrium geometry.

Structure (XYZ):
```
48
Properties=species:S:1:pos:R:3:forces:R:3
C -3.62460 0.40342 -0.15739 -0.71 0.07 1.04
I -2.81470 2.42977 0.80401 -2.50 -1.07 -0.69
H -2.90465 -0.38307 0.12111 -0.63 0.68 0.00
H -3.69370 0.49359 -1.22963 -0.10 0.66 -0.17
H -4.62273 0.20336 0.28958 0.65 0.50 -0.08
Os -0.92656 1.14856 -0.48335 1.47 -0.72 0.99
P -1.11817 -0.60097 -1.99371 -0.52 -2.59 -2.21
C -1.26594 0.32814 -3.56891 -0.17 0.29 0.07
C 0.28706 -1.72360 -2.31402 0.47 0.19 0.45
H 0.13265 -2.19410 -3.29508 -0.12 0.09 0.31
H -2.10308 -2.71425 -2.62651 -0.29 0.34 0.23
H 0.34207 -2.49182 -1.53341 -0.08 0.06 -0.19
H -2.45205 -2.30158 -0.91255 -0.07 -0.01 -0.47
H -0.77785 1.31955 -3.49249 -0.25 -0.65 -0.31
H 1.24474 -1.20453 -2.33260 -0.30 -0.21 -0.16
C -2.41725 -1.90762 -1.94356 -0.16 0.41 0.15
H -0.78011 -0.25899 -4.35830 -0.22 0.16 0.05
H -3.40716 -1.51463 -2.22567 0.35 -0.32 0.07
H -2.33543 0.46421 -3.78308 0.32 0.07 -0.14
P -0.60818 -0.09237 1.53933 0.08 -0.63 2.22
C -0.52910 1.11249 2.92639 0.00 0.15 0.04
C -1.97940 -1.20140 2.10690 -0.23 0.27 -0.32
H 0.39294 -2.28772 1.81414 0.14 0.30 0.12
H 1.20014 -1.03024 2.83901 -0.20 -0.25 -0.32
H 1.58291 -1.17119 1.10799 -0.25 -0.17 0.26
C 0.77822 -1.26003 1.84716 0.31 0.20 -0.38
H -1.93719 -2.13419 1.51926 -0.15 0.29 0.34
H -1.86102 -1.41354 3.18243 0.27 -0.01 -0.44
H -0.37146 0.56809 3.86380 -0.05 0.07 -0.14
H -1.46490 1.68850 2.98380 0.47 -0.46 0.21
H -2.95814 -0.72512 1.99609 0.19 -0.20 0.15
H 0.28771 1.82484 2.78529 -0.24 -0.20 0.16
C -0.77255 2.74693 -1.53474 0.97 6.20 -3.43
O -0.59535 3.72936 -2.16229 -0.95 -4.56 2.83
Cl 3.50623 -0.70191 -1.81282 0.04 0.63 1.33
C 3.32138 -0.02848 -0.22266 1.30 -1.11 -1.08
C 4.29765 -0.30090 0.71678 1.06 -0.75 0.35
C 4.28240 0.32744 1.95251 1.23 -1.17 -0.65
C 3.31844 1.29670 2.22769 -1.62 1.26 -0.27
C 2.32530 1.57839 1.29953 0.69 -0.49 0.05
C 2.26238 0.84695 0.10194 -1.87 1.87 -0.21
C 1.15850 1.14403 -0.85424 0.98 0.45 -0.17
H 5.09545 -1.00436 0.44133 -0.33 0.37 0.29
H 5.06216 0.10995 2.68409 -0.19 0.02 -0.21
H 3.32389 1.84011 3.16022 0.16 0.03 0.17
H 1.58354 2.34397 1.48107 0.14 -0.01 -0.05
H 1.31726 2.17455 -1.20677 0.62 -0.24 0.14
H 1.21827 0.52368 -1.74771 0.28 0.21 0.05
```
Forces are in eV/Å.

## Properties
Kohn-Sham gap (alpha / beta): 6.9 / 5.8 eV
expectation value of S²: 6.03
spin multiplicity: 5
energy relative to the best compared isomer or geometry (same formula, charge and spin): 1.320 eV
strongest force on any atom: 7.15 eV/Å
calculated total energy: -59676.0996 eV
total charge: +3

Löwdin population analysis, charges in e, atoms 1 to 2: -0.317 1.120